DFT (ωB97M-V with the def2-TZVPD basis set) results for a cluster of 5 separate species, C28H43BFNO8P in total in a non-equilibrium geometry.

The geometry in XYZ format:
```
83
Properties=species:S:1:pos:R:3:forces:R:3:mulliken_charge:R:1
O -3.10286 -3.62279 -2.88010 -2.119 0.852 8.730 -0.53
C -3.33218 -3.42278 -1.57995 1.449 -0.392 -6.637 0.59
F -4.73308 -3.54390 -1.09507 4.760 0.253 -0.778 -0.26
N -2.17548 -3.02818 -0.67179 -2.520 1.818 -1.328 -0.07
C -2.11014 -1.48823 -0.74526 -7.564 0.665 -2.242 -0.40
O -3.29366 -0.92038 -1.11289 6.598 -3.523 2.142 -0.54
P -0.53712 -0.46485 -0.28056 2.357 0.347 0.268 1.03
C 0.57767 -1.46140 -1.52580 0.232 -1.042 -1.617 -1.01
B 1.58266 -2.53380 -0.79867 0.296 -0.456 -0.401 0.84
O 2.66813 -2.24215 0.15431 -0.465 -1.682 -3.002 -0.44
O 1.41142 -3.97688 -1.18595 1.195 1.908 -1.429 -0.65
C -1.63848 0.47265 0.96296 -1.441 1.158 1.945 -0.67
C -0.87119 1.50410 1.96824 0.883 3.089 2.303 0.31
C -1.51612 3.04590 2.05638 2.658 -0.250 2.147 -0.26
C -0.94757 4.23420 3.03064 1.386 -4.104 -0.272 -0.36
C 0.33226 3.91439 4.00668 -1.911 -3.067 -3.043 -0.44
C 1.01409 2.39433 3.92418 -2.975 1.258 -1.685 -0.37
C 0.41698 1.19252 2.92709 -1.873 3.835 0.092 -0.23
C -0.78513 0.79880 -1.68325 -0.908 5.406 -4.362 0.04
C -1.33696 0.51437 -3.19852 0.641 3.456 0.624 -0.12
C -1.51186 1.70537 -4.33585 1.458 1.058 3.413 -0.52
C -1.10415 3.26465 -4.00923 0.578 -2.996 3.472 -0.48
C -0.51223 3.58276 -2.50816 -1.096 -3.526 -0.988 -0.58
C -0.34868 2.38070 -1.35818 -1.515 -0.156 -4.068 -0.25
H -1.27642 -3.45971 -0.96801 -1.031 0.207 -0.063 0.32
H -0.24680 -1.46171 0.72646 -0.240 -0.457 0.334 0.08
H 0.67862 0.21607 0.13081 -0.290 0.240 -0.052 0.21
H -0.20137 -2.03865 -2.22094 1.835 0.911 1.075 0.10
H 1.12153 -0.69635 -2.24056 -0.931 -1.458 1.582 0.16
H 3.45548 -2.79108 -0.19667 -1.898 1.024 1.163 0.25
H 1.49503 -4.04738 -2.20195 -0.632 0.301 2.475 0.31
H -2.48078 1.05731 0.38875 1.659 -0.963 1.243 0.17
H -2.19999 -0.35062 1.61598 1.223 1.702 -1.185 0.38
H -2.44704 3.30938 1.37386 2.200 -0.738 1.515 0.23
H -1.52604 5.27646 3.01284 1.578 -2.514 0.158 0.25
H 0.70458 4.76926 4.71493 -0.577 -2.059 -1.476 0.26
H 1.93203 2.20617 4.65347 -2.171 0.257 -1.861 0.20
H 0.90498 0.12728 2.92640 -1.010 2.380 -0.016 0.30
H -1.65728 -0.59550 -3.48232 0.690 2.747 0.602 0.09
H -1.93496 1.44960 -5.39988 0.916 0.454 2.373 0.26
H -1.23044 4.16916 -4.77231 0.247 -2.374 1.727 0.23
H -0.20058 4.70332 -2.24939 -0.723 -2.758 -0.531 0.27
H 0.09882 2.73451 -0.33368 -0.970 -1.044 -2.181 0.29
C 4.11747 5.03139 -1.65308 -0.136 -0.103 0.480 -1.14
C 3.31980 4.06251 -2.48444 -1.198 -1.408 0.866 0.81
O 2.59512 3.21780 -1.96097 1.288 1.278 -0.787 -0.46
C 3.44326 4.16728 -3.98107 -0.309 -0.395 -0.178 -1.10
H 3.92990 4.83851 -0.59142 0.022 0.009 -0.248 0.29
H 5.18440 4.89888 -1.84952 -0.042 0.195 -0.093 0.34
H 3.81268 6.05568 -1.88163 0.204 0.002 -0.092 0.33
H 4.48006 3.99621 -4.28123 -0.007 0.226 -0.034 0.36
H 3.10831 5.15309 -4.31337 0.208 0.010 -0.033 0.31
H 2.81204 3.40577 -4.45128 0.094 0.169 0.159 0.27
C 1.87154 -5.71812 1.98680 0.390 -0.236 0.127 -0.75
C 1.11209 -7.00837 1.82988 0.698 -1.215 0.366 0.82
O 1.62457 -8.08966 2.11431 -0.605 1.182 -0.332 -0.59
C -0.29867 -6.92427 1.31141 -0.098 -0.494 -0.003 -0.99
H 2.87508 -5.93211 2.36970 -0.229 -0.007 -0.058 0.30
H 1.96542 -5.22195 1.01752 -0.207 0.165 0.099 0.02
H 1.35677 -5.06824 2.69881 -0.043 0.121 -0.231 0.33
H -0.30150 -6.48195 0.31208 -0.065 0.205 0.153 0.22
H -0.91020 -6.32818 1.99344 0.035 0.153 -0.209 0.32
H -0.72318 -7.93196 1.24989 0.123 0.200 0.033 0.30
C 5.83959 0.27829 3.52053 -0.038 0.160 -0.473 -1.04
C 5.75012 1.63478 4.16712 -0.204 1.431 -1.082 0.85
O 5.62288 2.65606 3.49367 0.237 -1.356 0.976 -0.56
C 5.82244 1.69319 5.66961 -0.060 0.499 0.094 -1.12
H 5.77335 0.38970 2.43301 -0.025 0.000 0.267 0.27
H 6.79678 -0.18828 3.76670 -0.143 -0.118 0.135 0.34
H 5.01178 -0.34986 3.85882 0.173 -0.082 0.072 0.30
H 6.77881 1.28976 6.01152 -0.152 -0.164 0.059 0.36
H 4.99373 1.12813 6.10367 0.185 -0.126 0.039 0.31
H 5.74490 2.73566 5.99623 0.009 -0.225 -0.105 0.28
C -6.78069 -1.76914 -1.87864 0.164 0.066 -0.534 -0.88
C -7.55695 -0.69084 -2.58635 0.511 0.125 -1.523 0.76
O -7.34067 -0.41784 -3.76593 -0.427 -0.264 1.453 -0.59
C -8.60802 0.04044 -1.79478 -0.207 0.389 -0.342 -1.08
H -6.05729 -2.21030 -2.57260 -0.213 0.202 0.210 0.20
H -6.23745 -1.34132 -1.03227 -0.079 -0.144 0.025 0.27
H -7.46089 -2.55337 -1.53718 0.036 0.080 0.193 0.42
H -8.14624 0.54892 -0.94477 -0.103 -0.183 0.080 0.30
H -9.36975 -0.66320 -1.44965 0.121 0.045 0.189 0.30
H -9.08706 0.79004 -2.43358 0.114 -0.158 0.117 0.30
```
Forces are in eV/Å.

Calculated values
Kohn-Sham gap (Eh): 0.2671
E_LUMO (hartree): 0.0797
Spin multiplicity: 1
Charge: -1
HOMO (eV): -5.10

---

DFT (ωB97M-V with the def2-TZVPD basis set) results for a cluster of 2 separate species, C4H7ClO2 in total in a non-equilibrium geometry.

The geometry in XYZ format:
```
14
Properties=species:S:1:pos:R:3:forces:R:3:nbo_charge:R:1
O -0.95177 1.05818 1.85452 -0.412 0.008 -0.895 -0.50
C -1.10815 0.22098 1.00950 -0.095 -3.185 2.384 0.41
C -1.40257 0.37982 -0.45308 -1.389 1.407 -0.385 -0.02
O -1.14952 -0.73526 -1.21818 0.425 -0.528 -0.433 -0.70
Cl -0.52840 1.88220 -0.82924 -0.177 0.281 -1.152 -0.03
H -1.06947 -0.92235 1.34833 -0.191 1.750 -0.741 0.12
H -2.49797 0.55302 -0.61714 0.761 0.451 0.629 0.22
H -0.59716 -0.54970 -1.98980 -0.085 0.200 0.328 0.50
C 1.73797 0.12466 0.54652 3.722 4.355 1.085 -0.37
C 1.35966 -0.83651 -0.18820 0.366 -1.779 -3.787 -0.41
H 1.28213 0.37710 1.47180 0.092 -0.133 0.862 0.20
H 2.61874 0.85642 0.23734 -2.129 -1.505 0.464 0.20
H 0.61658 -1.51368 0.08880 -0.942 -0.993 0.400 0.20
H 1.68991 -0.89489 -1.26118 0.055 -0.329 1.241 0.19
```
Forces are in eV/Å.

Calculated values
Kohn-Sham gap (Eh): 0.3811
SMILES: O=C[C@H](O)Cl.C=C
Relative energy (zero: lowest compared OMol25 entry of this formula, charge and spin) (kcal per mole): 55.1
E_LUMO (hartree): 0.0178
Spin multiplicity: 1
Charge: 0
HOMO (eV): -9.88

---

DFT (ωB97M-V with the def2-TZVPD basis set) results for a cluster of 2 separate species, C6H10BrNO2 in total in a non-equilibrium geometry.

The geometry in XYZ format:
```
20
Properties=species:S:1:pos:R:3:forces:R:3:nbo_charge:R:1
C 0.05716 0.21206 0.13347 -6.585 1.213 -0.574 0.31
C -2.01956 0.69264 -0.07432 5.557 -2.347 0.470 0.04
C -2.57215 2.01260 -0.21381 -0.251 0.585 -0.185 -0.79
C 1.44638 -1.41216 1.31364 -0.061 -0.071 -0.081 -0.60
C 1.38576 -1.34398 -1.20977 -0.087 -0.033 0.070 -0.59
C 0.56368 -1.15443 0.07801 0.610 -0.227 0.052 -0.35
N 0.69389 1.38674 0.16604 0.757 0.826 0.003 0.36
O 0.09199 2.46619 0.22753 0.110 0.146 0.140 -0.46
O 1.93457 1.30360 0.12330 0.266 0.188 0.001 -0.46
Br -3.00394 -0.84072 -0.24537 -0.204 0.000 -0.004 0.18
H -1.84229 2.65867 -0.71262 -0.099 -0.083 -0.012 0.30
H -2.68815 2.45587 0.78168 0.028 0.047 0.086 0.28
H -3.54117 2.00430 -0.71797 0.042 -0.029 0.055 0.23
H 0.86706 -1.34195 2.22986 -0.050 -0.015 0.103 0.21
H 1.88592 -2.40347 1.24585 0.021 -0.149 0.029 0.21
H 2.24772 -0.67680 1.34189 -0.001 -0.056 0.039 0.24
H 2.20829 -0.63426 -1.21445 0.040 -0.013 -0.048 0.24
H 0.77287 -1.18051 -2.09097 -0.072 -0.007 -0.127 0.21
H 1.79039 -2.35088 -1.24037 0.029 -0.174 -0.026 0.21
H -0.27843 -1.85350 0.07837 -0.049 0.199 0.010 0.24
```
Forces are in eV/Å.

Calculated values
Kohn-Sham gap (alpha / beta) (Eh): 0.2136 / 0.2865
Relative energy (zero: lowest compared OMol25 entry of this formula, charge and spin) (kcal per mole): 183.1
E_LUMO (alpha / beta) (hartree): -0.0763 / -0.0360
Spin multiplicity: 1
Charge: 0
HOMO (alpha / beta) (eV): -7.89 / -8.78

---

DFT (ωB97M-V with the def2-TZVPD basis set) results for a structure of composition C22H15F5InO8S in a non-equilibrium geometry.

The geometry in XYZ format:
```
52
Properties=species:S:1:pos:R:3:forces:R:3:mulliken_charge:R:1
C -2.68661 2.79336 2.58270 0.320 0.944 -0.008 0.14
C -2.65439 1.74006 2.00701 0.086 -1.290 -0.653 -0.87
In -2.51756 -0.11622 0.88351 -0.882 0.072 0.353 0.91
S -0.12348 -0.03887 -0.13621 -0.017 -0.244 0.616 0.57
O 0.20317 -1.16779 -0.99054 0.001 0.065 -0.610 -0.71
O 0.79434 0.17646 0.97842 0.294 0.194 0.122 -0.57
C 0.20916 1.51702 -1.17922 -0.238 0.124 -0.050 0.47
F 1.24972 1.32234 -2.02314 0.094 -0.142 0.149 -0.23
F 0.51698 2.52253 -0.33918 0.105 0.041 -0.181 -0.26
C -0.99761 1.96270 -2.03689 0.079 0.038 -0.244 0.61
F -1.61917 0.89804 -2.55625 0.062 0.149 0.034 -0.23
F -1.87027 2.67210 -1.32437 0.075 -0.195 -0.033 -0.22
F -0.58171 2.73030 -3.06705 -0.100 -0.030 0.149 -0.27
H -2.54626 3.79833 2.89099 -0.208 0.102 0.355 0.40
H -2.42101 -1.53594 1.86253 0.347 0.022 -0.165 -0.41
H -3.63765 -0.15931 -0.45867 0.186 0.068 0.053 -0.32
C 2.69449 1.72232 -4.81895 -0.002 0.015 -0.003 -0.16
C 2.26377 0.49870 -5.11723 -0.018 -0.005 0.010 -0.17
C 2.74067 -0.20851 -6.33168 -0.012 0.029 0.043 0.18
O 2.35279 -1.32073 -6.61604 -0.008 -0.038 -0.036 -0.54
C 3.71851 0.49982 -7.19928 0.024 0.026 -0.011 -0.40
C 4.14846 1.72121 -6.90015 0.005 -0.024 -0.025 -0.38
C 3.66997 2.42939 -5.68430 -0.034 -0.045 0.017 0.20
O 4.06774 3.54326 -5.41792 0.023 0.046 -0.009 -0.55
H 2.35712 2.25296 -3.93861 0.008 0.014 -0.002 0.50
H 1.55403 -0.03322 -4.49532 0.013 -0.013 0.011 0.49
H 4.05245 -0.03639 -8.07870 -0.019 -0.029 0.008 0.40
H 4.85940 2.25636 -7.51706 0.002 0.027 0.021 0.40
C 3.97386 -0.48849 1.69968 0.018 -0.055 -0.025 -0.14
C 3.59980 0.73004 2.08289 -0.005 0.141 0.042 -0.32
C 4.49036 1.58174 2.90905 -0.006 -0.084 -0.048 0.26
O 4.16565 2.69374 3.26751 0.018 0.050 0.024 -0.55
C 5.81600 1.02366 3.29138 0.028 -0.018 0.011 -0.39
C 6.18692 -0.19315 2.90748 0.016 0.027 0.020 -0.39
C 5.29288 -1.04575 2.07914 -0.059 0.021 -0.021 0.25
O 5.64620 -2.15481 1.73423 0.039 -0.029 0.005 -0.56
H 3.33048 -1.11925 1.09846 -0.034 0.023 0.009 0.50
H 2.63507 1.13964 1.80962 -0.015 -0.040 0.010 0.57
H 6.44948 1.66308 3.89385 -0.026 0.024 0.000 0.40
H 7.14556 -0.62138 3.17323 -0.007 -0.031 -0.019 0.39
C -6.96439 -1.63269 3.45870 -0.051 -0.017 -0.009 -0.38
C -7.90581 -2.52476 3.75403 0.024 0.032 -0.007 -0.32
C -7.56066 -3.93211 4.07359 0.008 -0.008 -0.004 0.40
O -8.42145 -4.74533 4.34121 -0.018 -0.010 0.012 -0.58
C -6.12576 -4.30766 4.05239 0.028 0.019 -0.002 -0.32
C -5.18161 -3.41736 3.75944 -0.027 -0.059 0.040 -0.31
C -5.52548 -2.00675 3.44147 0.004 -0.042 -0.043 0.26
O -4.66697 -1.20028 3.17752 -0.133 0.122 0.129 -0.39
H -7.19024 -0.60093 3.22082 0.037 0.008 -0.010 0.43
H -8.95897 -2.27480 3.77570 -0.010 -0.030 0.006 0.39
H -5.89954 -5.34022 4.28621 -0.030 -0.010 -0.002 0.39
H -4.12843 -3.66647 3.73398 0.013 0.042 -0.025 0.43
```
Forces are in eV/Å.

Calculated values
Kohn-Sham gap (Eh): 0.2387
Relative energy (zero: lowest compared OMol25 entry of this formula, charge and spin) (kcal per mole): 0.0
E_LUMO (hartree): 0.0121
Spin multiplicity: 1
Charge: -1
HOMO (eV): -6.17

---

Computed E_tot, in the same sequence as the records: -60268.9244, -20876.1957, -82003.5532, -69029.0074 eV.